Run a
The following is a DFT calculation (ωB97M-V/def2-TZVPD) of the molecule CH4N6O.

Its highest occupied orbital energy is -9.18 eV. The frontier orbital gap is 9.85 eV. As for the net charge: 0. Its LUMO energy is 0.672 eV. Its SMILES is N/N=c1/onnn1N.

Element x y z (Å)
1 C -0.34 0.86 -0.23
2 H 2.17 0.10 0.79
3 H 2.61 0.33 -0.73
4 H 0.44 -1.76 -0.16
5 H -0.07 -1.36 1.31
6 N 1.81 0.13 -0.14
7 N 0.89 1.25 -0.16
8 N -2.57 0.92 -0.37
9 N -2.26 -0.26 -0.16
10 N -0.90 -0.38 -0.12
11 N -0.40 -1.53 0.35
12 O -1.38 1.69 -0.39

How is the electron density shared among the atoms? According to natural (NBO), the charges in e are: number 1, C, carries 0.61; number 2, H, carries 0.35; number 3, H, carries 0.36; number 4, H, carries 0.39; number 5, H, carries 0.35; number 6, N, carries -0.72; number 7, N, carries -0.41; number 8, N, carries 0.11; number 9, N, carries 0.02; number 10, N, carries -0.14; number 11, N, carries -0.60; number 12, O, carries -0.32

=====

Run b
The following is a DFT calculation (ωB97M-V/def2-TZVPD) of the molecule CH4N6O.

Its highest occupied orbital energy is -8.37 eV. The frontier orbital gap is 9.09 eV. As for the net charge: 0. Its LUMO energy is 0.729 eV. Its SMILES is Nn1nn[nH]/c1=N/O.

Element x y z (Å)
1 C 0.09 -0.62 -0.02
2 H -0.69 1.77 0.98
3 H -0.87 1.99 -0.69
4 H 1.56 -2.28 0.04
5 H -2.77 -0.97 0.01
6 N -0.20 1.86 0.05
7 N 0.45 0.70 -0.23
8 N 1.88 0.74 -0.07
9 N 2.30 -0.43 0.03
10 N 1.32 -1.28 -0.01
11 N -1.00 -1.21 -0.06
12 O -2.06 -0.27 -0.03

How is the electron density shared among the atoms? According to natural (NBO), the charges in e are: number 1, C, carries 0.45; number 2, H, carries 0.36; number 3, H, carries 0.37; number 4, H, carries 0.43; number 5, H, carries 0.49; number 6, N, carries -0.60; number 7, N, carries -0.16; number 8, N, carries -0.04; number 9, N, carries -0.01; number 10, N, carries -0.41; number 11, N, carries -0.28; number 12, O, carries -0.60

=====

Of them, the most stable is run a and the least stable is run b.

=====

Run a
The following is a DFT calculation (ωB97M-V/def2-TZVPD) of a cluster of 2 separate species, C3H11NOS2 in total.

Its highest occupied orbital energy is -8.95 eV. The frontier orbital gap is 9.61 eV. As for the net charge: 0. Its LUMO energy is 0.665 eV. Its SMILES is NCCCSS.O.

Element x y z (Å)
1 S 4.10 0.94 -0.55
2 S 2.37 0.56 -1.54
3 C 1.04 0.48 -0.27
4 C -0.18 1.34 -0.57
5 C -1.11 1.27 0.67
6 N -1.72 -0.09 0.66
7 H 4.29 -0.36 -0.30
8 H 1.48 0.73 0.70
9 H 0.74 -0.56 -0.26
10 H -0.68 0.79 -1.43
11 H -0.10 2.41 -0.76
12 H -2.02 1.87 0.69
13 H -0.44 1.33 1.53
14 H -1.80 -0.55 -0.24
15 H -2.72 -0.07 0.84
16 H -1.69 -3.67 0.68
17 H -0.31 -3.18 0.19
18 O -1.24 -3.23 -0.04

How is the electron density shared among the atoms? According to natural (NBO), the charges in e are: number 1, S, carries -0.11; number 2, S, carries 0.07; number 3, C, carries -0.53; number 4, C, carries -0.42; number 5, C, carries -0.22; number 6, N, carries -0.86; number 7, H, carries 0.12; number 8, H, carries 0.23; number 9, H, carries 0.22; number 10, H, carries 0.20; number 11, H, carries 0.22; number 12, H, carries 0.20; number 13, H, carries 0.18; number 14, H, carries 0.36; number 15, H, carries 0.35; number 16, H, carries 0.47; number 17, H, carries 0.47; number 18, O, carries -0.94

=====

Run b
The following is a DFT calculation (ωB97M-V/def2-TZVPD) of a cluster of 2 separate species, C3H11NOS2 in total.

Its highest occupied orbital energy is -8.51 eV. The frontier orbital gap is 8.66 eV. As for the net charge: 0. Its LUMO energy is 0.152 eV. Its SMILES is NCCCSS.O.

Element x y z (Å)
1 S -0.45 -2.72 -1.63
2 S 0.85 -1.50 -0.40
3 C 0.23 0.13 -1.03
4 C -1.24 0.38 -0.42
5 C -1.37 0.20 1.05
6 N -2.09 -0.88 1.53
7 H 0.67 -3.13 -2.21
8 H 1.06 0.73 -0.51
9 H 0.11 0.10 -2.15
10 H -1.75 1.27 -0.84
11 H -1.83 -0.48 -0.98
12 H -0.33 0.24 1.49
13 H -1.90 1.07 1.33
14 H -2.87 -1.21 1.11
15 H -1.78 -1.68 2.14
16 H 3.74 1.93 0.46
17 H 4.42 3.16 0.80
18 O 4.53 2.39 0.28

How is the electron density shared among the atoms? According to natural (NBO), the charges in e are: number 1, S, carries -0.16; number 2, S, carries 0.07; number 3, C, carries -0.51; number 4, C, carries -0.42; number 5, C, carries -0.23; number 6, N, carries -0.87; number 7, H, carries 0.14; number 8, H, carries 0.21; number 9, H, carries 0.24; number 10, H, carries 0.22; number 11, H, carries 0.20; number 12, H, carries 0.20; number 13, H, carries 0.17; number 14, H, carries 0.36; number 15, H, carries 0.38; number 16, H, carries 0.46; number 17, H, carries 0.46; number 18, O, carries -0.92

=====

Of them, the most stable is run a and the least stable is run b.

=====

Run a
The following is a DFT calculation (ωB97M-V/def2-TZVPD) of a cluster of 2 separate species, C3H11NOS2 in total.

Its highest occupied orbital energy is -9.15 eV. The frontier orbital gap is 9.79 eV. As for the net charge: 0. Its LUMO energy is 0.637 eV. Its SMILES is C[C@@H](N)CSS.O.

Element x y z (Å)
1 N -1.21 -0.47 -1.00
2 C -0.23 -0.73 0.15
3 C -0.56 -2.14 0.77
4 C -0.31 0.51 1.08
5 S 1.40 1.09 1.39
6 S 1.45 3.07 1.69
7 H -1.03 -1.17 -1.66
8 H -2.14 -0.67 -0.68
9 H 0.88 -0.89 -0.13
10 H -1.52 -2.16 1.43
11 H -0.67 -2.73 -0.15
12 H 0.18 -2.59 1.55
13 H -0.79 1.34 0.70
14 H -0.79 0.26 2.03
15 H 1.69 3.58 0.44
16 H 0.44 1.08 -2.24
17 H 2.02 1.18 -2.51
18 O 1.21 1.43 -2.84

How is the electron density shared among the atoms? According to natural (NBO), the charges in e are: number 1, N, carries -0.84; number 2, C, carries -0.07; number 3, C, carries -0.64; number 4, C, carries -0.53; number 5, S, carries 0.07; number 6, S, carries -0.13; number 7, H, carries 0.35; number 8, H, carries 0.36; number 9, H, carries 0.21; number 10, H, carries 0.21; number 11, H, carries 0.21; number 12, H, carries 0.23; number 13, H, carries 0.23; number 14, H, carries 0.21; number 15, H, carries 0.13; number 16, H, carries 0.49; number 17, H, carries 0.46; number 18, O, carries -0.96

=====

Run b
The following is a DFT calculation (ωB97M-V/def2-TZVPD) of a cluster of 2 separate species, C3H11NOS2 in total.

Its highest occupied orbital energy is -7.97 eV. The frontier orbital gap is 8.54 eV. As for the net charge: 0. Its LUMO energy is 0.575 eV. Its SMILES is CSSC.NCO.

Element x y z (Å)
1 C 0.45 -1.02 -0.92
2 S -1.37 -1.08 -0.75
3 S -1.43 -2.11 1.06
4 C -3.18 -2.58 0.88
5 H 0.91 -0.63 -0.02
6 H 0.78 -2.05 -1.06
7 H 0.69 -0.45 -1.80
8 H -3.31 -3.14 -0.04
9 H -3.45 -3.28 1.68
10 H -3.81 -1.70 1.01
11 N 0.80 2.99 0.16
12 C 1.99 2.19 0.31
13 O 2.44 1.68 -0.94
14 H 0.88 3.59 -0.64
15 H 0.01 2.37 -0.03
16 H 2.75 2.83 0.77
17 H 1.75 1.40 1.04
18 H 3.09 1.00 -0.72

How is the electron density shared among the atoms? According to natural (NBO), the charges in e are: number 1, C, carries -0.74; number 2, S, carries 0.06; number 3, S, carries 0.06; number 4, C, carries -0.74; number 5, H, carries 0.21; number 6, H, carries 0.22; number 7, H, carries 0.24; number 8, H, carries 0.23; number 9, H, carries 0.23; number 10, H, carries 0.22; number 11, N, carries -0.83; number 12, C, carries 0.08; number 13, O, carries -0.74; number 14, H, carries 0.36; number 15, H, carries 0.36; number 16, H, carries 0.15; number 17, H, carries 0.15; number 18, H, carries 0.47

=====

Of them, the most stable is run b and the least stable is run a.

=====

Run a
The following is a DFT calculation (ωB97M-V/def2-TZVPD) of a cluster of 2 separate species, C3H11NOS2 in total.

Its highest occupied orbital energy is -8.50 eV. The frontier orbital gap is 8.85 eV. As for the net charge: 0. Its LUMO energy is 0.357 eV. Its SMILES is CNCCSS.O.

Element x y z (Å)
1 S 3.24 -0.56 -0.02
2 S 1.61 0.63 0.54
3 C 0.33 -0.40 -0.21
4 C -1.01 0.17 0.26
5 N -1.43 -0.52 1.49
6 C -2.46 0.24 2.18
7 H 4.11 0.45 -0.18
8 H 0.40 -1.41 0.20
9 H 0.44 -0.52 -1.27
10 H -0.93 1.26 0.39
11 H -1.81 0.03 -0.47
12 H -0.61 -0.48 2.09
13 H -2.66 -0.21 3.16
14 H -2.19 1.29 2.33
15 H -3.38 0.16 1.61
16 H -4.49 0.85 -3.96
17 H -3.44 -0.27 -3.68
18 O -4.24 -0.07 -4.16

How is the electron density shared among the atoms? According to natural (NBO), the charges in e are: number 1, S, carries -0.15; number 2, S, carries 0.08; number 3, C, carries -0.54; number 4, C, carries -0.24; number 5, N, carries -0.60; number 6, C, carries -0.42; number 7, H, carries 0.14; number 8, H, carries 0.22; number 9, H, carries 0.23; number 10, H, carries 0.17; number 11, H, carries 0.20; number 12, H, carries 0.35; number 13, H, carries 0.20; number 14, H, carries 0.17; number 15, H, carries 0.19; number 16, H, carries 0.47; number 17, H, carries 0.47; number 18, O, carries -0.94

=====

Run b
The following is a DFT calculation (ωB97M-V/def2-TZVPD) of a cluster of 2 separate species, C3H11NOS2 in total.

Its highest occupied orbital energy is -7.91 eV. The frontier orbital gap is 8.58 eV. As for the net charge: 0. Its LUMO energy is 0.668 eV. Its SMILES is C[C@@H](N)CSS.O.

Element x y z (Å)
1 N -0.36 0.43 -0.66
2 C 0.49 0.49 0.55
3 C 1.75 -0.45 0.67
4 C -0.50 0.13 1.64
5 S -2.27 0.84 1.34
6 S -2.03 2.85 1.84
7 H -0.22 -0.39 -1.31
8 H -0.20 1.24 -1.25
9 H 0.81 1.58 0.68
10 H 1.55 -1.38 0.09
11 H 2.65 -0.16 0.32
12 H 1.96 -0.98 1.64
13 H -0.77 -0.90 1.87
14 H -0.23 0.62 2.62
15 H -1.44 2.42 3.09
16 H -0.54 -1.88 -5.16
17 H -0.08 -2.57 -3.78
18 O -0.58 -1.90 -4.19

How is the electron density shared among the atoms? According to natural (NBO), the charges in e are: number 1, N, carries -0.85; number 2, C, carries -0.10; number 3, C, carries -0.63; number 4, C, carries -0.48; number 5, S, carries 0.07; number 6, S, carries -0.17; number 7, H, carries 0.37; number 8, H, carries 0.37; number 9, H, carries 0.21; number 10, H, carries 0.20; number 11, H, carries 0.21; number 12, H, carries 0.22; number 13, H, carries 0.23; number 14, H, carries 0.21; number 15, H, carries 0.14; number 16, H, carries 0.48; number 17, H, carries 0.47; number 18, O, carries -0.96

=====

Of them, the most stable is run a and the least stable is run b.

=====

Run a
The following is a DFT calculation (ωB97M-V/def2-TZVPD) of a cluster of 2 separate species, C3H11NOS2 in total.

Its highest occupied orbital energy is -8.76 eV. The frontier orbital gap is 9.09 eV. As for the net charge: 0. Its LUMO energy is 0.328 eV. Its SMILES is CNCCSS.O.

Element x y z (Å)
1 S 1.96 2.20 0.40
2 S 2.80 0.76 -0.83
3 C 1.82 -0.82 -1.04
4 C 1.19 -1.16 0.32
5 N -0.22 -0.76 0.30
6 C -1.07 -1.68 -0.38
7 H 2.65 2.07 1.56
8 H 0.97 -0.71 -1.72
9 H 2.53 -1.59 -1.34
10 H 1.59 -0.62 1.19
11 H 1.30 -2.24 0.55
12 H -0.59 -0.57 1.21
13 H -0.88 -1.86 -1.46
14 H -2.15 -1.42 -0.46
15 H -1.12 -2.71 -0.01
16 H -2.83 3.96 0.70
17 H -4.21 3.17 0.59
18 O -3.74 3.99 0.44

How is the electron density shared among the atoms? According to natural (NBO), the charges in e are: number 1, S, carries -0.12; number 2, S, carries 0.06; number 3, C, carries -0.52; number 4, C, carries -0.23; number 5, N, carries -0.63; number 6, C, carries -0.43; number 7, H, carries 0.12; number 8, H, carries 0.23; number 9, H, carries 0.23; number 10, H, carries 0.21; number 11, H, carries 0.17; number 12, H, carries 0.37; number 13, H, carries 0.19; number 14, H, carries 0.21; number 15, H, carries 0.16; number 16, H, carries 0.48; number 17, H, carries 0.48; number 18, O, carries -0.95

=====

Run b
The following is a DFT calculation (ωB97M-V/def2-TZVPD) of a cluster of 2 separate species, C3H11NOS2 in total.

Its highest occupied orbital energy is -8.98 eV. The frontier orbital gap is 9.42 eV. As for the net charge: 0. Its LUMO energy is 0.441 eV. Its SMILES is C[C@@H](N)CSS.O.

Element x y z (Å)
1 N 0.61 3.06 -0.55
2 C 0.79 1.63 -0.33
3 C 1.61 1.00 -1.44
4 C -0.57 0.97 -0.10
5 S -0.46 -0.78 0.32
6 S -0.99 -1.78 -1.40
7 H -0.33 3.36 -0.33
8 H 0.83 3.37 -1.49
9 H 1.29 1.52 0.64
10 H 2.66 1.19 -1.22
11 H 1.54 -0.09 -1.47
12 H 1.38 1.33 -2.43
13 H -0.97 1.42 0.81
14 H -1.26 1.09 -0.94
15 H 0.10 -1.51 -2.12
16 H 0.72 0.01 3.80
17 H 1.14 -1.42 3.64
18 O 0.45 -0.88 4.04

How is the electron density shared among the atoms? According to natural (NBO), the charges in e are: number 1, N, carries -0.84; number 2, C, carries -0.06; number 3, C, carries -0.63; number 4, C, carries -0.55; number 5, S, carries 0.09; number 6, S, carries -0.12; number 7, H, carries 0.36; number 8, H, carries 0.36; number 9, H, carries 0.17; number 10, H, carries 0.22; number 11, H, carries 0.21; number 12, H, carries 0.21; number 13, H, carries 0.22; number 14, H, carries 0.23; number 15, H, carries 0.11; number 16, H, carries 0.46; number 17, H, carries 0.47; number 18, O, carries -0.93

=====

Run c
The following is a DFT calculation (ωB97M-V/def2-TZVPD) of a cluster of 2 separate species, C3H11NOS2 in total.

Its highest occupied orbital energy is -8.29 eV. The frontier orbital gap is 8.33 eV. As for the net charge: 0. Its LUMO energy is 0.038 eV. Its SMILES is NCCCSS.O.

Element x y z (Å)
1 S 1.36 -1.28 -2.21
2 S 0.16 0.53 -2.31
3 C -0.86 0.13 -0.90
4 C -0.25 -0.54 0.31
5 C -0.83 -1.95 0.71
6 N -0.12 -2.74 1.70
7 H 1.91 -0.76 -3.27
8 H -1.27 1.16 -0.77
9 H -1.73 -0.65 -1.29
10 H 0.91 -0.54 0.41
11 H -0.49 0.13 1.15
12 H -1.94 -1.82 0.93
13 H -0.72 -2.63 -0.20
14 H 0.91 -2.60 1.57
15 H -0.29 -2.21 2.57
16 H 0.88 5.25 -0.21
17 H 0.87 5.28 1.26
18 O 1.48 5.23 0.53

How is the electron density shared among the atoms? According to natural (NBO), the charges in e are: number 1, S, carries -0.16; number 2, S, carries 0.12; number 3, C, carries -0.56; number 4, C, carries -0.47; number 5, C, carries -0.22; number 6, N, carries -0.80; number 7, H, carries 0.13; number 8, H, carries 0.23; number 9, H, carries 0.21; number 10, H, carries 0.23; number 11, H, carries 0.21; number 12, H, carries 0.20; number 13, H, carries 0.18; number 14, H, carries 0.35; number 15, H, carries 0.34; number 16, H, carries 0.46; number 17, H, carries 0.46; number 18, O, carries -0.93

=====

Of them, the most stable is run b and the least stable is run c.